An isolated molecule of C6H11N in a non-equilibrium geometry, computed with ωB97M-V with the def2-TZVPD basis set.

Geometry (Å):
C1 -2.0594 -0.9097 0.3008
C2 0.3933 -1.7569 -0.3737
C3 -0.2823 0.7645 -0.0492
C4 -0.3813 -0.5216 -0.0901
N1 -1.0178 1.8839 0.0966
C5 1.4301 1.0137 -0.4144
C6 2.3831 0.8909 0.5096
H1 -1.7737 1.9935 -0.5675
H2 -0.5027 2.7373 0.2768
H3 1.6535 1.4765 -1.3750
H4 -2.0042 -1.6526 1.0985
H5 -2.6698 -0.0759 0.6451
H6 -2.5019 -1.3492 -0.5946
H7 1.2078 -1.5702 -1.0762
H8 0.8219 -2.1455 0.5542
H9 -0.2610 -2.5269 -0.7917
H10 3.3929 1.2678 0.3558
H11 2.1714 0.4803 1.4948

Output
spin multiplicity	1
relative energy (zero: lowest compared OMol25 entry of this formula, charge and spin)	3.242	eV
structure (SMILES)	C=CC(N)=C(C)C
HOMO	-8.173	eV
gap between HOMO and LUMO	9.22	eV

***

An isolated molecule of C6H11N in a non-equilibrium geometry, computed with ωB97M-V with the def2-TZVPD basis set.

Geometry (Å):
C1 -2.5624 0.1904 0.2161
C2 -1.2612 -0.5074 -0.1803
C3 0.0210 0.0722 0.3645
C4 1.1895 -0.6032 -0.3530
C5 2.5395 -0.1602 0.1754
C6 0.0496 1.5364 0.1556
N1 0.0887 2.6799 -0.0224
H1 -3.4280 -0.4139 0.5160
H2 -2.4891 0.3075 -0.8776
H3 -2.5326 1.1748 0.7012
H4 -1.3529 -1.5842 -0.0618
H5 -1.1410 -0.3695 -1.3621
H6 0.0790 -0.0966 1.4459
H7 1.0528 -1.6847 -0.2270
H8 1.0992 -0.4013 -1.4296
H9 2.6247 -0.3803 1.2454
H10 3.3477 -0.6776 -0.3452
H11 2.6756 0.9177 0.0388

Output
spin multiplicity	1
relative energy (zero: lowest compared OMol25 entry of this formula, charge and spin)	1.731	eV
structure (SMILES)	CCC(C#N)CC
HOMO	-10.315	eV
gap between HOMO and LUMO	11.21	eV